Computed, not measured: a molecular structure, C30H33Cl5CoN3O8PS3, with the ωB97M-V functional and the def2-TZVPD basis.

Values from the calculation:
Charge: -2
⟨S²⟩: 1.065
HOMO (alpha / beta): -2.50 / -2.50 eV
Frontier orbital gap (alpha / beta): 5.82 / 5.82 eV
2S+1: 2
Energy relative to the best compared isomer or geometry (same formula, charge and spin): 16.3 kcal/mol

Each line ends with the Löwdin spin population.
Cartesian coordinates (Å):
Co -0.994 0.391 0.027  1.005
O 3.164 -1.105 -0.218  -0.001
C 3.793 0.073 -0.294  0.000
C 5.184 0.026 -0.452  0.000
C 5.913 1.191 -0.530  0.000
C 5.278 2.432 -0.456  0.000
C 3.908 2.477 -0.303  0.000
C 3.139 1.312 -0.217  0.001
C 1.663 1.402 -0.031  0.003
O 0.999 0.305 0.009  -0.002
N 1.163 2.600 0.106  0.001
N -0.221 2.592 0.329  0.024
C -0.679 3.762 0.132  0.003
S -2.316 4.254 0.523  0.000
C -2.328 5.523 -0.758  0.000
C -1.009 6.268 -0.642  0.000
S 0.336 5.056 -0.516  0.002
H 2.199 -0.926 -0.198  0.000
H 5.647 -0.948 -0.536  0.000
H 6.988 1.136 -0.656  0.000
H 5.850 3.349 -0.529  0.000
H 3.386 3.423 -0.251  0.000
H -3.187 6.169 -0.580  0.000
H -2.419 5.021 -1.720  0.000
H -1.008 6.918 0.235  0.000
H -0.822 6.870 -1.532  0.000
Cl -8.165 -1.584 0.114  0.000
C -6.415 -1.480 0.098  0.000
C -5.802 -0.240 0.047  0.001
C -4.425 -0.182 0.037  0.001
Cl -3.619 1.358 -0.010  0.021
C -3.578 -1.318 0.055  0.000
O -2.304 -1.259 0.055  -0.022
C -4.282 -2.548 0.130  -0.001
Cl -3.334 -4.006 0.208  0.000
C -5.659 -2.639 0.145  0.000
H -6.387 0.668 0.014  0.000
H -6.135 -3.608 0.197  0.000
N -0.157 -2.106 -1.437  0.003
C 1.003 -2.695 -1.953  0.000
C 1.550 -3.824 -1.338  0.000
C 2.727 -4.381 -1.801  0.000
C 3.397 -3.830 -2.889  0.000
C 2.856 -2.708 -3.498  0.000
C 1.674 -2.139 -3.038  0.000
S 4.901 -4.598 -3.482  0.000
O 5.870 -4.409 -2.406  0.000
O 4.542 -5.998 -3.692  0.000
O 5.230 -3.878 -4.708  0.000
H -0.752 -2.714 -0.897  0.000
H -0.685 -1.547 -2.092  0.000
H 1.038 -4.260 -0.485  0.000
H 3.142 -5.258 -1.321  0.000
H 3.379 -2.283 -4.345  0.000
H 1.269 -1.252 -3.513  0.000
C 1.230 -1.608 2.459  0.000
C 0.728 -0.235 2.916  -0.003
P -0.953 0.067 2.276  -0.024
C -1.934 -1.315 2.956  -0.003
C -1.861 -1.491 4.470  -0.001
C -1.607 1.537 3.183  -0.002
C -0.819 2.019 4.398  0.000
H 2.311 -1.687 2.574  0.000
H 1.003 -1.785 1.407  0.000
H 0.766 -2.406 3.041  0.000
H 1.356 0.559 2.511  0.000
H 0.755 -0.158 4.005  -0.001
H -1.619 -2.218 2.429  0.000
H -2.964 -1.143 2.634  0.000
H -0.838 -1.665 4.808  0.000
H -2.461 -2.349 4.783  0.000
H -2.242 -0.615 4.997  0.000
H -2.640 1.300 3.458  0.000
H -1.664 2.340 2.451  0.000
H -0.760 1.263 5.182  0.000
H -1.291 2.907 4.825  0.000
H 0.199 2.293 4.121  0.000
Cl -1.823 -0.356 -4.566  0.000
C -1.323 1.299 -4.153  0.000
Cl 0.368 1.582 -4.642  0.000
C -1.473 1.616 -2.653  0.000
O -1.936 2.723 -2.394  0.000
O -1.076 0.697 -1.884  -0.001
H -1.940 1.978 -4.729  0.000


Computed, not measured: a molecular structure, C30H33CrN3O2P, with the ωB97M-V functional and the def2-TZVPD basis.

Values from the calculation:
Charge: +1
⟨S²⟩: 6.019
HOMO (alpha / beta): -10.17 / -10.16 eV
Frontier orbital gap (alpha / beta): 6.18 / 6.12 eV
2S+1: 5

Each line ends with the Löwdin spin population.
Cartesian coordinates (Å):
Cr -0.161 -0.148 0.566  3.841
O -3.929 -2.645 -4.605  0.001
C -2.791 -3.061 -4.359  0.001
O -2.021 -3.855 -4.909  0.001
C -2.172 -2.405 -3.080  0.014
C -2.900 -1.475 -2.347  0.000
C -2.318 -0.903 -1.234  0.012
N -1.072 -1.229 -0.857  -0.009
C -0.364 -2.134 -1.550  0.011
C -0.889 -2.744 -2.670  0.000
C 0.975 -2.390 -0.986  0.009
C 1.816 -3.375 -1.480  -0.001
C 3.044 -3.581 -0.876  0.008
C 3.399 -2.794 0.208  0.000
C 2.519 -1.823 0.638  0.012
N 1.328 -1.610 0.061  0.004
C -2.968 0.068 -0.334  0.009
C -4.299 0.432 -0.472  -0.001
C -4.865 1.292 0.452  0.008
C -4.086 1.758 1.499  0.000
C -2.765 1.367 1.563  0.013
N -2.195 0.552 0.666  0.007
H -3.896 -1.250 -2.706  0.000
H -0.367 -3.477 -3.273  0.000
H 1.505 -3.978 -2.320  0.000
H 3.710 -4.348 -1.246  0.000
H 4.344 -2.921 0.716  0.000
H 2.773 -1.180 1.467  0.001
H -4.885 0.032 -1.285  0.000
H -5.904 1.581 0.363  0.000
H -4.489 2.414 2.257  0.000
H -2.134 1.716 2.364  0.002
C 0.106 2.566 3.685  0.002
C 0.680 3.187 2.399  0.001
C -0.414 3.898 1.596  0.001
C 1.735 4.213 2.824  -0.001
P 1.383 1.771 1.393  0.010
C 2.728 1.173 2.467  0.003
C 4.048 1.618 2.401  0.000
C 4.997 1.144 3.295  0.000
C 4.639 0.233 4.278  0.000
C 3.327 -0.207 4.366  0.000
C 2.383 0.256 3.462  0.004
C 2.063 2.384 -0.247  0.000
C 0.884 2.390 -1.235  0.016
C 3.092 1.369 -0.764  0.002
C 2.684 3.785 -0.237  -0.001
H -0.513 3.306 4.196  0.000
H 0.906 2.278 4.368  0.000
H -0.500 1.676 3.509  0.002
H -0.972 4.563 2.258  0.000
H -1.123 3.211 1.136  0.001
H 0.012 4.514 0.804  0.000
H 1.253 4.953 3.467  0.000
H 2.172 4.746 1.982  0.000
H 2.536 3.751 3.400  0.000
H 4.348 2.339 1.656  0.000
H 6.019 1.495 3.226  0.000
H 5.381 -0.130 4.976  0.000
H 3.038 -0.915 5.132  0.000
H 1.362 -0.109 3.530  0.004
H 0.454 1.389 -1.371  0.009
H 1.245 2.706 -2.215  0.001
H 0.086 3.070 -0.940  0.000
H 2.650 0.381 -0.900  0.002
H 3.960 1.270 -0.115  0.000
H 3.442 1.703 -1.742  0.000
H 1.952 4.557 -0.001  0.000
H 3.065 3.997 -1.238  0.000
H 3.518 3.880 0.454  0.000


Computed, not measured: a molecular structure, C30H33F2GdINO2S2 in a non-equilibrium geometry, with the ωB97M-V functional and the def2-TZVPD basis.

Values from the calculation:
Charge: -2
⟨S²⟩: 16.028
HOMO (alpha / beta): -1.11 / -1.24 eV
Frontier orbital gap (alpha / beta): 4.58 / 4.71 eV
2S+1: 8

Each line ends with the Löwdin spin population.
Cartesian coordinates (Å):
Gd 1.220 -0.871 -0.157  7.276
C 0.461 2.790 3.246  0.000
C 0.206 1.309 3.343  0.000
C 1.290 0.428 3.418  0.000
C 2.658 1.001 3.675  0.000
C 1.076 -0.950 3.315  0.001
C 2.218 -1.942 3.301  0.001
C -0.235 -1.448 3.250  0.001
C -0.469 -2.931 3.317  0.000
C -1.312 -0.563 3.191  0.000
C -2.711 -1.069 2.958  0.000
C -1.094 0.813 3.285  0.000
C -2.276 1.744 3.312  0.000
H 0.500 3.270 4.227  0.000
H -0.320 3.259 2.655  0.000
H 1.406 2.965 2.741  0.000
H 3.107 1.349 2.740  0.000
H 3.319 0.264 4.121  0.000
H 2.582 1.840 4.365  0.000
H 2.276 -2.494 4.244  0.000
H 3.176 -1.456 3.137  0.000
H 2.060 -2.665 2.492  0.001
H -0.402 -3.373 2.317  0.000
H -1.443 -3.156 3.743  0.000
H 0.281 -3.411 3.942  0.000
H -3.280 -1.133 3.892  0.000
H -2.687 -2.047 2.488  0.000
H -3.216 -0.394 2.271  0.000
H -2.602 1.933 2.288  0.000
H -2.032 2.689 3.794  0.000
H -3.105 1.292 3.856  0.000
S 0.587 -3.632 0.087  -0.018
C -0.137 -3.032 -1.436  -0.004
N -0.101 -3.983 -2.523  -0.006
C 0.917 -3.587 -3.492  0.000
C 2.302 -3.520 -2.841  -0.009
S 2.834 -1.850 -2.314  -0.054
H -1.014 -4.002 -2.981  0.000
H 0.691 -2.609 -3.958  0.000
H 0.925 -4.343 -4.293  0.000
H 3.062 -3.855 -3.559  -0.002
H 2.338 -4.181 -1.972  0.000
C -0.507 -1.746 -1.528  -0.132
C -1.001 -1.072 -2.694  -0.011
C -2.316 -1.202 -3.193  -0.017
C -2.775 -0.410 -4.224  0.001
C -1.942 0.514 -4.838  -0.019
C -0.638 0.661 -4.367  0.002
C -0.187 -0.084 -3.307  -0.014
H -2.978 -1.931 -2.741  -0.001
H -3.805 -0.515 -4.559  0.001
H -2.299 1.121 -5.662  -0.001
H 0.018 1.396 -4.822  0.000
H 0.836 0.058 -2.936  0.000
F 2.511 0.946 -0.691  0.000
C 3.381 0.892 0.486  0.002
F 3.211 -0.544 0.844  0.008
H 4.394 0.876 0.015  0.000
I 0.060 5.806 -4.524  0.000
C -0.302 4.285 -3.082  0.000
C 0.596 4.131 -2.046  0.000
C 0.337 3.170 -1.086  0.000
C -0.808 2.391 -1.165  0.000
C -1.686 2.560 -2.225  0.000
C -1.438 3.513 -3.197  0.000
C -1.121 1.375 -0.068  0.001
O -2.300 1.264 0.264  -0.002
O -0.121 0.779 0.419  -0.006
H 1.488 4.736 -1.990  0.000
H 1.017 3.013 -0.263  0.000
H -2.562 1.931 -2.277  0.000
H -2.121 3.637 -4.027  0.000


Computed, not measured: a molecular structure, C30H33FeN2OSTe2, with the ωB97M-V functional and the def2-TZVPD basis.

Values from the calculation:
Charge: +1
⟨S²⟩: 6.093
HOMO (alpha / beta): -10.59 / -10.94 eV
Frontier orbital gap (alpha / beta): 7.40 / 6.42 eV
2S+1: 5
Energy relative to the best compared isomer or geometry (same formula, charge and spin): 38.6 kcal/mol

Each line ends with the Löwdin spin population.
Cartesian coordinates (Å):
Fe -2.454 0.491 -1.102  2.851
S -3.603 2.310 -0.222  0.070
C -3.407 1.281 1.175  0.017
C -3.799 1.488 2.498  0.001
C -3.517 0.499 3.420  0.009
C -2.853 -0.669 3.036  0.002
C -2.484 -0.804 1.716  0.006
N -2.764 0.152 0.827  -0.008
H -4.312 2.397 2.775  0.000
H -3.815 0.631 4.453  0.000
H -2.634 -1.448 3.752  0.000
H -1.956 -1.669 1.333  0.000
C -3.620 -2.689 -2.680  0.012
Te -4.618 -0.907 -2.080  0.114
C -5.419 -1.693 -0.270  0.010
H -4.350 -3.426 -3.000  0.003
H -3.020 -3.069 -1.858  0.000
H -2.971 -2.431 -3.515  0.000
H -4.634 -2.175 0.307  0.001
H -6.214 -2.398 -0.494  0.003
H -5.825 -0.854 0.293  0.000
C 4.505 -1.010 5.004  0.001
C 3.815 -0.860 3.680  0.007
C 4.170 0.152 2.796  0.004
C 3.537 0.321 1.571  0.021
C 3.995 1.426 0.660  0.017
C 2.508 -0.567 1.235  0.066
Te 1.554 -0.371 -0.650  0.508
N -0.862 -0.492 -1.472  0.092
C -0.940 -0.070 -2.707  0.043
O -1.931 0.769 -2.918  0.006
C -0.051 -0.436 -3.822  -0.001
C 0.114 0.448 -4.885  0.004
C 0.972 0.119 -5.922  -0.001
C 1.647 -1.096 -5.907  0.005
C 1.467 -1.987 -4.857  -0.001
C 0.621 -1.657 -3.811  0.004
C 0.958 1.637 -0.498  0.026
C 1.172 2.382 -1.661  0.018
C 0.802 3.712 -1.715  -0.001
C 0.225 4.303 -0.598  0.013
C 0.020 3.559 0.549  0.000
C 0.374 2.211 0.630  0.012
C 0.097 1.481 1.915  0.004
C 2.130 -1.600 2.098  0.009
C 1.001 -2.555 1.807  0.021
C 2.798 -1.730 3.309  -0.002
H 5.426 -0.431 5.040  0.000
H 4.748 -2.054 5.205  0.000
H 3.860 -0.663 5.813  0.000
H 4.979 0.824 3.060  0.001
H 4.951 1.821 0.999  0.001
H 3.282 2.253 0.632  0.000
H 4.128 1.077 -0.367  0.011
H -0.432 1.383 -4.885  0.000
H 1.112 0.804 -6.747  0.000
H 2.308 -1.352 -6.724  0.000
H 1.981 -2.939 -4.862  0.000
H 0.457 -2.347 -2.993  0.000
H 1.632 1.920 -2.527  0.003
H 0.965 4.284 -2.619  0.000
H -0.069 5.344 -0.623  0.001
H -0.441 4.025 1.413  0.000
H 0.779 1.813 2.701  0.000
H 0.206 0.402 1.825  0.003
H -0.918 1.697 2.252  0.000
H 0.767 -2.646 0.744  0.015
H 0.091 -2.229 2.317  0.000
H 1.241 -3.552 2.175  0.001
H 2.519 -2.538 3.977  0.000


Computed, not measured: 2 unconnected molecules or ions with the total composition C30H33N2 in a non-equilibrium geometry, with the ωB97M-V functional and the def2-TZVPD basis.

Values from the calculation:
Charge: +1
HOMO: -9.03 eV
Frontier orbital gap: 3.20 eV
Energy relative to the best compared isomer or geometry (same formula, charge and spin): 42.6 kcal/mol

Each line ends with the natural charge from an NBO analysis.
Cartesian coordinates (Å):
C -3.367 -1.522 3.561  -0.391
C -3.467 -0.002 3.188  -0.414
C -2.054 0.413 2.994  -0.363
C -1.179 -0.591 3.344  0.238
N 0.141 -0.529 3.476  -0.418
C 0.966 -1.702 3.706  -0.199
C 2.407 -1.190 3.636  -0.412
C 2.343 0.331 3.444  -0.415
C 0.869 0.715 3.312  -0.192
C -1.882 -1.895 3.670  -0.445
H -3.858 -1.705 4.522  0.211
H -3.838 -2.133 2.786  0.206
H -4.087 0.134 2.298  0.192
H -3.950 0.529 4.021  0.196
H -1.756 1.416 2.704  0.193
H 0.757 -2.159 4.684  0.194
H 0.783 -2.479 2.948  0.191
H 2.934 -1.451 4.553  0.222
H 2.914 -1.674 2.800  0.209
H 2.769 0.851 4.302  0.218
H 2.880 0.648 2.547  0.200
H 0.653 1.182 2.338  0.169
H 0.572 1.446 4.082  0.195
H -1.632 -2.290 4.667  0.214
H -1.620 -2.690 2.956  0.211
C 4.496 -0.843 -1.183  -0.397
N 4.200 0.553 -1.418  -0.515
C 5.075 1.172 -2.398  -0.396
C 2.948 1.087 -1.090  0.278
C 2.772 1.812 0.117  -0.182
C 1.572 2.442 0.381  -0.138
C 0.492 2.372 -0.536  -0.174
C -0.674 3.191 -0.369  0.304
C -1.946 2.966 -1.021  -0.085
C -2.707 4.183 -0.961  0.010
C -3.891 4.322 -1.670  -0.187
C -4.392 3.220 -2.372  -0.111
C -3.678 2.009 -2.394  -0.222
C -2.452 1.877 -1.734  -0.126
C -1.918 5.167 -0.233  -0.009
C -0.667 4.555 0.133  -0.080
C 0.340 5.357 0.674  -0.125
C 0.053 6.693 0.986  -0.220
C -1.175 7.276 0.633  -0.117
C -2.149 6.519 -0.026  -0.182
C 0.661 1.581 -1.702  -0.103
C 1.851 0.936 -1.968  -0.245
H 3.757 -1.261 -0.492  0.207
H 4.478 -1.418 -2.122  0.183
H 5.498 -0.927 -0.745  0.205
H 4.768 2.206 -2.575  0.209
H 6.104 1.159 -2.016  0.206
H 5.062 0.622 -3.352  0.183
H 3.621 1.890 0.799  0.238
H 1.449 2.998 1.310  0.229
H -4.379 5.299 -1.691  0.232
H -5.329 3.304 -2.925  0.239
H -4.087 1.157 -2.941  0.240
H -1.922 0.928 -1.736  0.234
H 1.330 4.952 0.865  0.228
H 0.805 7.296 1.500  0.239
H -1.352 8.332 0.843  0.239
H -3.076 6.955 -0.398  0.232
H -0.140 1.522 -2.433  0.228
H 1.974 0.337 -2.871  0.241


Computed, not measured: a molecular structure, C30H33N5O2PdSSi, with the ωB97M-V functional and the def2-TZVPD basis.

Values from the calculation:
Charge: -2
HOMO: -0.73 eV
Frontier orbital gap: 5.49 eV

Each line ends with the Mulliken charge.
Cartesian coordinates (Å):
Pd 0.594 0.694 0.561  0.307
O 0.581 -1.726 1.761  0.077
C 0.171 -2.008 2.916  0.131
C 0.693 -3.141 3.644  -1.013
C 0.359 -3.418 4.947  -0.460
C -0.557 -2.615 5.643  -0.926
C -1.140 -1.564 4.953  -0.545
C -0.846 -1.256 3.624  0.436
C -1.626 -0.206 2.949  0.163
N -1.465 0.306 1.743  0.807
C -2.512 1.180 1.537  -0.744
C -3.324 1.204 2.623  -1.194
N -2.752 0.319 3.518  -0.039
H 1.386 -3.773 3.099  0.318
H 0.809 -4.273 5.443  0.365
H -0.807 -2.809 6.678  0.344
H -1.855 -0.948 5.492  0.245
H -2.578 1.727 0.609  0.570
H -4.218 1.757 2.851  0.417
H -3.117 0.067 4.416  0.137
C -2.654 4.572 -1.021  -1.375
Si -0.962 3.757 -0.673  0.301
C 0.307 4.870 -1.501  -1.130
C -0.790 3.982 1.182  -0.842
N -0.816 2.139 -1.138  0.416
C -1.068 1.635 -2.357  -0.046
C -1.593 2.363 -3.474  -0.426
C -1.838 1.810 -4.722  -0.955
C -1.568 0.472 -4.975  -0.752
C -1.037 -0.284 -3.929  -0.284
C -0.816 0.263 -2.684  0.085
O -0.210 -0.502 -1.696  0.450
C -0.539 -1.813 -1.533  0.113
C 0.469 -2.658 -1.099  0.052
C 0.179 -3.988 -0.835  -0.419
C -1.110 -4.482 -1.000  -0.684
C -2.114 -3.617 -1.422  -0.623
C -1.837 -2.283 -1.686  -0.026
H -2.632 5.594 -0.621  0.360
H -3.457 4.032 -0.506  0.288
H -2.921 4.629 -2.077  0.399
H 0.229 5.895 -1.118  0.341
H 0.164 4.893 -2.586  0.300
H 1.313 4.493 -1.295  0.230
H -0.111 4.811 1.407  0.343
H -0.367 3.090 1.650  0.037
H -1.763 4.194 1.638  0.294
H -1.794 3.414 -3.328  0.149
H -2.241 2.441 -5.509  0.353
H -1.747 0.026 -5.946  0.343
H -0.789 -1.328 -4.088  0.398
H 1.458 -2.249 -0.921  -0.019
H 0.968 -4.634 -0.469  0.381
H -1.335 -5.519 -0.783  0.335
H -3.131 -3.976 -1.532  0.334
H -2.616 -1.601 -1.998  0.433
C 4.070 -2.472 1.486  -1.268
C 3.714 -1.369 0.540  1.070
C 4.034 -1.365 -0.786  -1.193
C 3.512 -0.276 -1.568  1.286
N 2.849 0.713 -1.087  -0.383
C 2.564 0.791 0.308  -0.255
S 2.558 2.326 1.138  -0.392
N 3.025 -0.353 1.053  -0.028
C 3.699 -0.292 -3.067  -1.427
H 4.470 -3.328 0.942  0.338
H 3.182 -2.782 2.039  0.046
H 4.816 -2.127 2.206  0.352
H 4.600 -2.173 -1.226  0.217
H 2.668 -0.407 1.996  0.191
H 4.170 -1.216 -3.409  0.315
H 4.312 0.555 -3.377  0.356
H 2.726 -0.186 -3.550  0.226